Model i:
ORCA calculation (ωB97M-V/def2-TZVPD) on a cluster of 2 separate species, C5H11O2 in total.

Structure (ORCA input):
```
! wB97M-V def2-TZVPD RIJCOSX def2/J DEFGRID3
* xyz -1 1
C 0.746 -0.495 -2.974
C 2.186 -0.150 -3.383
H 0.663 -1.572 -2.860
H 0.581 -0.036 -2.005
H -0.035 -0.181 -3.663
H 2.727 0.216 -2.514
H 2.253 0.646 -4.131
H 2.712 -0.991 -3.834
C -0.278 0.052 0.611
C -1.581 -0.337 -0.086
C -0.452 0.326 2.129
O -0.510 -0.676 2.871
O -0.567 1.542 2.437
H 0.489 -0.745 0.608
H 0.301 0.838 0.119
H -2.464 -0.007 0.451
H -1.644 -1.417 -0.188
H -1.533 0.177 -1.046
*
```

Results
orbital gap = 0.2598 Ha
E_HOMO = -3.68 eV
lowest unoccupied orbital energy = 3.39 eV



Model ii:
ORCA calculation (ωB97M-V/def2-TZVPD) on a cluster of 3 separate species, C5H11O2 in total.

Structure (ORCA input):
```
! wB97M-V def2-TZVPD RIJCOSX def2/J DEFGRID3
* xyz -1 1
C -0.261 -0.370 -1.557
O -1.300 -1.055 -2.181
C -0.179 -0.402 -0.031
C 0.779 0.401 0.848
C 0.325 0.738 2.160
C 0.926 0.731 3.466
H -0.274 0.704 -1.939
H 0.754 -0.669 -1.881
H -1.188 -0.043 0.298
H -0.027 -1.412 0.370
H 1.655 0.915 0.456
H 0.234 -0.981 2.732
H -0.661 1.280 2.185
H 1.893 0.355 3.743
H 0.200 0.997 4.229
H -1.272 0.147 -4.848
H -1.003 -0.850 -3.551
O -0.603 -0.486 -4.497
*
```

Results
orbital gap = 0.1727 Ha
E_HOMO = -3.10 eV
lowest unoccupied orbital energy = 1.60 eV



Model iii:
ORCA calculation (ωB97M-V/def2-TZVPD) on a cluster of 2 separate species, C5H11O2 in total.

Structure (ORCA input):
```
! wB97M-V def2-TZVPD RIJCOSX def2/J DEFGRID3
* xyz -1 1
C 1.112 1.243 -0.227
C 2.528 1.802 -0.392
C 0.326 1.689 1.154
O 0.799 1.094 2.132
O -0.486 2.636 1.075
H 0.480 1.439 -1.042
H 1.345 0.146 0.051
H 3.144 2.297 0.397
H 2.426 2.576 -1.131
H 3.263 1.153 -0.831
C -2.375 -1.505 0.108
C -1.478 -2.593 -0.544
H -2.501 -1.954 1.137
H -1.913 -0.556 0.461
H -3.144 -1.011 -0.411
H -1.908 -2.989 -1.503
H -1.183 -3.465 0.141
H -0.437 -2.002 -0.577
*
```

Results
orbital gap = 0.2732 Ha
E_HOMO = -3.69 eV
lowest unoccupied orbital energy = 3.74 eV



What should be chosen as the least stable of them? Choose model ii.



Model i:
ORCA calculation (ωB97M-V/def2-TZVPD) on a cluster of 2 separate species, C5H11O2 in total.

Structure (ORCA input):
```
! wB97M-V def2-TZVPD RIJCOSX def2/J DEFGRID3
* xyz -1 1
C 0.198 0.100 -1.159
C 0.475 -0.644 -2.465
C 1.023 1.263 -0.625
H -0.826 0.445 -1.375
H 0.042 -0.593 -0.333
H 1.339 -1.316 -2.380
H 0.791 0.024 -3.277
H 1.930 0.800 -0.224
H 1.374 2.031 -1.321
H -0.432 -1.111 -2.838
H 0.472 1.804 0.141
C -0.677 -1.079 2.310
C -1.268 0.429 2.172
O -2.363 0.561 1.617
O -0.480 1.267 2.664
H 0.389 -0.939 2.134
H -1.231 -1.684 1.601
H -0.756 -1.357 3.360
*
```

Results
orbital gap = 0.2726 Ha
E_HOMO = -3.74 eV
lowest unoccupied orbital energy = 3.67 eV



Model ii:
ORCA calculation (ωB97M-V/def2-TZVPD) on the ion C5H11O2 with charge -1.

Structure (ORCA input):
```
! wB97M-V def2-TZVPD RIJCOSX def2/J DEFGRID3
* xyz -1 1
O 1.919 1.338 1.815
C 1.932 1.044 0.520
C 0.645 1.500 -0.295
C -0.558 0.708 0.266
C -0.416 -0.818 0.127
C -1.067 -1.485 -1.114
O -2.365 -1.933 -1.033
H 2.763 1.665 0.119
H 2.174 0.016 0.190
H 0.565 2.587 -0.093
H 0.739 1.465 -1.391
H -1.486 1.080 -0.223
H -0.632 0.976 1.334
H 0.617 -1.077 -0.007
H -0.806 -1.193 1.089
H -0.928 -1.001 -2.083
H -0.373 -2.478 -1.170
H -2.553 -2.749 -0.577
*
```

Results
orbital gap = 0.1948 Ha
E_HOMO = -2.03 eV
lowest unoccupied orbital energy = 3.27 eV
SMILES string = [O-]CCCCCO



Model iii:
ORCA calculation (ωB97M-V/def2-TZVPD) on a cluster of 2 separate species, C5H11O2 in total.

Structure (ORCA input):
```
! wB97M-V def2-TZVPD RIJCOSX def2/J DEFGRID3
* xyz -1 1
C 0.646 -0.917 1.712
O -0.124 -0.967 0.532
C 0.778 0.541 2.094
C 1.379 1.296 0.940
H 1.703 -1.289 1.607
H 0.201 -1.543 2.518
H 1.498 0.627 2.979
H -0.183 0.973 2.298
H 1.370 2.366 1.028
H 0.786 0.986 0.058
H 2.452 1.017 0.691
O 0.007 0.391 -2.528
C -0.716 -0.356 -1.865
C -2.012 -0.065 -1.256
H -0.448 -1.417 -1.716
H -1.873 -0.314 -0.140
H -2.731 -0.754 -1.672
H -2.284 0.964 -1.438
*
```

Results
orbital gap = 0.2669 Ha
E_HOMO = -2.97 eV
lowest unoccupied orbital energy = 4.29 eV



Model iv:
ORCA calculation (ωB97M-V/def2-TZVPD) on a cluster of 2 separate species, C5H11O2 in total.

Structure (ORCA input):
```
! wB97M-V def2-TZVPD RIJCOSX def2/J DEFGRID3
* xyz -1 1
C 0.169 -1.695 0.434
C -1.199 -1.420 -0.281
C 1.318 -1.480 -0.524
H 0.217 -2.684 0.881
H 0.274 -0.906 1.175
H -1.667 -0.656 0.334
H -1.185 -1.112 -1.320
H 2.296 -1.665 -0.046
H 1.504 -0.453 -0.872
H -1.804 -2.326 -0.188
H 1.321 -2.000 -1.489
C 0.302 2.585 -0.067
C -0.813 1.984 0.851
O -1.942 2.071 0.312
O -0.463 1.509 1.946
H 0.168 3.655 -0.230
H 0.142 2.171 -1.074
H 1.361 2.422 0.157
*
```

Results
orbital gap = 0.2932 Ha
E_HOMO = -4.03 eV
lowest unoccupied orbital energy = 3.95 eV



What should be chosen as the least stable of them? Choose model ii.



Model i:
ORCA calculation (ωB97M-V/def2-TZVPD) on an isolated molecule of C18H18N2O2S.

Structure (ORCA input):
```
! wB97M-V def2-TZVPD RIJCOSX def2/J DEFGRID3
* xyz 0 1
C 2.120 4.622 0.826
C 1.254 3.400 0.869
C 0.394 3.100 -0.182
C -0.411 1.980 -0.142
C -0.368 1.111 0.947
C -1.208 -0.088 0.912
N -2.426 0.022 0.307
C -3.085 -1.074 0.286
C -4.435 -1.244 -0.298
S -2.238 -2.419 1.028
C -0.916 -1.348 1.376
C 0.346 -1.920 1.931
C 1.289 -2.169 0.747
O 1.456 -3.260 0.254
N 1.903 -1.043 0.315
C 2.552 -0.987 -0.981
C 1.713 -0.219 -1.948
C 1.931 0.949 -2.620
C 0.751 1.206 -3.360
C -0.097 0.183 -3.073
O 0.475 -0.682 -2.222
C 0.465 1.431 2.019
C 1.263 2.559 1.974
H 1.570 5.480 1.215
H 2.418 4.849 -0.194
H 3.011 4.489 1.436
H 0.357 3.752 -1.042
H -1.081 1.758 -0.957
H -5.136 -1.591 0.461
H -4.776 -0.291 -0.694
H -4.412 -1.982 -1.098
H 0.137 -2.878 2.408
H 0.820 -1.254 2.650
H 1.628 -0.156 0.715
H 3.532 -0.513 -0.891
H 2.670 -2.025 -1.308
H 2.820 1.544 -2.596
H 0.565 2.036 -4.009
H -1.095 -0.036 -3.396
H 0.467 0.817 2.907
H 1.901 2.790 2.815
*
```

Results
orbital gap = 0.3238 Ha
E_HOMO = -8.18 eV
lowest unoccupied orbital energy = 0.63 eV
SMILES string = Cc1ccc(-c2nc(C)sc2CC(=O)NCc2ccco2)cc1



Model ii:
ORCA calculation (ωB97M-V/def2-TZVPD) on an isolated molecule of C18H18N2O2S.

Structure (ORCA input):
```
! wB97M-V def2-TZVPD RIJCOSX def2/J DEFGRID3
* xyz 0 1
C 2.460 1.149 -3.892
C 1.812 1.409 -2.579
C 0.494 1.365 -2.245
C 0.390 1.652 -0.853
C -0.799 1.709 -0.035
O -0.828 2.130 1.104
C -2.091 1.220 -0.686
S -1.959 -0.476 -1.337
C -1.939 -1.338 0.155
N -2.149 -0.843 1.327
C -2.042 -1.918 2.180
C -2.166 -2.011 3.558
C -2.006 -3.263 4.119
C -1.732 -4.389 3.345
C -1.604 -4.314 1.968
C -1.763 -3.063 1.407
O -1.697 -2.672 0.102
C 1.687 1.863 -0.392
C 2.135 2.134 0.996
N 2.534 1.723 -1.444
C 3.953 1.827 -1.397
C 4.601 3.034 -0.784
C 4.651 2.836 -2.265
H 2.794 2.071 -4.367
H 1.743 0.668 -4.552
H 3.324 0.497 -3.777
H -0.313 1.153 -2.917
H -2.343 1.841 -1.545
H -2.893 1.234 0.051
H -2.378 -1.137 4.150
H -2.096 -3.377 5.190
H -1.617 -5.346 3.830
H -1.393 -5.180 1.363
H 2.201 3.206 1.182
H 1.396 1.736 1.687
H 3.107 1.686 1.191
H 4.450 0.870 -1.254
H 3.960 3.816 -0.411
H 5.499 2.889 -0.204
H 4.040 3.486 -2.870
H 5.583 2.552 -2.729
*
```

Results
orbital gap = 0.3213 Ha
E_HOMO = -8.05 eV
lowest unoccupied orbital energy = 0.69 eV
SMILES string = Cc1cc(C(=O)CSc2nc3ccccc3o2)c(C)n1C1CC1



What should be chosen as the least stable of them? Choose model ii.



Model i:
ORCA calculation (ωB97M-V/def2-TZVPD) on a cluster of 2 separate species, C5H10N2O in total.

Structure (ORCA input):
```
! wB97M-V def2-TZVPD RIJCOSX def2/J DEFGRID3
* xyz 1 2
O -2.144 1.476 0.434
C -2.321 0.631 -0.428
C -1.236 0.073 -1.180
C 0.162 0.301 -0.691
C 0.697 -0.433 0.520
C -0.486 -1.874 0.765
N 0.811 -1.973 0.457
N 2.475 1.364 0.238
H -3.334 0.285 -0.704
H -1.523 -0.641 -1.961
H 0.824 0.132 -1.535
H 0.112 1.383 -0.435
H 1.817 0.167 0.523
H 0.356 -0.034 1.494
H -1.120 -2.439 0.037
H -0.868 -1.766 1.764
H 2.766 1.528 1.187
H 3.012 1.820 -0.486
*
```

Results
orbital gap (alpha / beta) = 0.2124 / 0.2107 Ha
E_HOMO (alpha / beta) = -13.94 / -13.60 eV
lowest unoccupied orbital energy (alpha / beta) = -8.16 / -7.87 eV



Model ii:
ORCA calculation (ωB97M-V/def2-TZVPD) on a cluster of 2 separate species, C5H10N2O in total.

Structure (ORCA input):
```
! wB97M-V def2-TZVPD RIJCOSX def2/J DEFGRID3
* xyz 1 2
C -0.739 -2.451 0.493
O -2.149 -2.443 0.582
H -2.543 -1.657 0.200
H -0.338 -1.746 1.297
H -0.342 -2.038 -0.430
H -0.333 -3.334 0.927
C 2.058 0.840 -1.442
C -1.268 1.267 -0.140
C 0.674 1.235 0.809
C 0.842 0.998 -0.577
N -0.619 1.392 1.113
N -0.423 0.945 -1.074
H -1.043 1.569 2.010
H -2.317 1.616 -0.243
H 1.387 1.432 1.600
H 2.826 1.590 -1.311
H 1.701 0.891 -2.470
H 2.627 -0.107 -1.344
*
```

Results
orbital gap (alpha / beta) = 0.3390 / 0.1916 Ha
E_HOMO (alpha / beta) = -13.38 / -13.36 eV
lowest unoccupied orbital energy (alpha / beta) = -4.16 / -8.15 eV



What should be chosen as the least stable of them? Choose model i.



Model i:
ORCA calculation (ωB97M-V/def2-TZVPD) on an isolated molecule of C6H10N2O3.

Structure (ORCA input):
```
! wB97M-V def2-TZVPD RIJCOSX def2/J DEFGRID3
* xyz 0 1
C -1.707 0.600 -1.179
C -1.587 -0.182 0.135
C -2.522 0.316 1.171
N -0.244 -0.114 0.762
O 0.332 1.175 0.534
C 1.584 1.009 0.144
O 2.387 1.833 -0.036
N 1.844 -0.375 -0.006
C 3.186 -0.670 -0.377
C 0.763 -1.074 0.276
O 0.518 -2.240 0.194
H -1.666 1.684 -1.069
H -0.963 0.133 -1.719
H -2.608 0.496 -1.742
H -1.815 -1.326 0.049
H -2.205 1.244 1.475
H -2.571 -0.335 2.033
H -3.505 0.315 0.801
H 3.603 -0.249 -1.315
H 3.909 -0.509 0.445
H 3.270 -1.733 -0.578
*
```

Results
orbital gap = 0.3952 Ha
E_HOMO = -10.01 eV
lowest unoccupied orbital energy = 0.74 eV
SMILES string = CC(C)n1oc(=O)n(C)c1=O



Model ii:
ORCA calculation (ωB97M-V/def2-TZVPD) on an isolated molecule of C6H10N2O3.

Structure (ORCA input):
```
! wB97M-V def2-TZVPD RIJCOSX def2/J DEFGRID3
* xyz 0 1
C -0.338 -2.130 -0.485
N -0.645 -0.773 0.109
C -1.213 -0.649 1.325
O -2.164 -1.350 1.732
O -0.954 0.280 2.207
N 0.546 0.903 2.005
O 0.959 1.508 2.903
C 0.938 0.847 0.787
C 0.153 0.347 -0.438
C -0.814 1.525 -0.539
C 1.175 0.140 -1.451
H 0.316 -2.550 0.150
H -1.193 -2.754 -0.526
H 0.128 -1.861 -1.475
H 1.987 1.203 0.575
H -0.310 2.498 -0.751
H -1.494 1.569 0.366
H -1.395 1.222 -1.456
H 1.693 -0.761 -1.068
H 1.867 0.981 -1.530
H 0.760 -0.196 -2.441
*
```

Results
orbital gap = 0.3575 Ha
E_HOMO = -9.38 eV
lowest unoccupied orbital energy = 0.35 eV
SMILES string = CN1C(=O)O[N+]([O-])=CC1(C)C



What should be chosen as the least stable of them? Choose model ii.



Model i:
ORCA calculation (ωB97M-V/def2-TZVPD) on a structure of composition C4H3I.

Structure (ORCA input):
```
! wB97M-V def2-TZVPD RIJCOSX def2/J DEFGRID3
* xyz 0 1
C 1.272 0.284 0.097
C 0.147 0.998 0.036
C 0.041 -1.183 0.100
C -0.779 -0.156 -0.023
I -2.901 0.042 0.005
H 2.337 0.319 -0.142
H -0.218 1.954 0.039
H 0.102 -2.258 -0.112
*
```

Results
orbital gap = 0.3163 Ha
E_HOMO = -8.56 eV
lowest unoccupied orbital energy = 0.05 eV



Model ii:
ORCA calculation (ωB97M-V/def2-TZVPD) on a structure of composition C4H3I.

Structure (ORCA input):
```
! wB97M-V def2-TZVPD RIJCOSX def2/J DEFGRID3
* xyz 0 1
C 0.103 1.171 0.243
C 0.961 0.232 -0.083
C -1.098 0.270 -0.204
C -0.037 -0.714 0.027
I 3.454 -0.112 -0.016
H -1.862 0.292 0.574
H -1.446 0.239 -1.347
H -0.077 -1.377 0.804
*
```

Results
orbital gap (alpha / beta) = 0.3033 / 0.3033 Ha
E_HOMO (alpha / beta) = -9.32 / -9.32 eV
lowest unoccupied orbital energy (alpha / beta) = -1.07 / -1.07 eV



What should be chosen as the least stable of them? Choose model ii.



Model i:
ORCA calculation (ωB97M-V/def2-TZVPD) on an isolated molecule of C4H3I.

Structure (ORCA input):
```
! wB97M-V def2-TZVPD RIJCOSX def2/J DEFGRID3
* xyz 0 1
C 0.020 1.366 -0.951
C 0.532 0.407 -0.148
C -0.037 -0.720 0.564
C -0.511 -1.679 1.117
I -1.274 -3.330 1.991
H 0.686 2.078 -1.394
H -1.026 1.436 -1.193
H 1.610 0.444 0.015
*
```

Results
orbital gap = 0.3445 Ha
E_HOMO = -8.99 eV
lowest unoccupied orbital energy = 0.38 eV
SMILES string = C=CC#CI



Model ii:
ORCA calculation (ωB97M-V/def2-TZVPD) on an isolated molecule of C4H3I.

Structure (ORCA input):
```
! wB97M-V def2-TZVPD RIJCOSX def2/J DEFGRID3
* xyz 0 1
I 4.165 -0.191 -0.593
C 1.674 -0.014 -0.407
C 0.992 -0.376 0.673
C -0.353 -0.159 -0.025
C 0.159 0.303 -1.136
H 1.191 -0.693 1.677
H -1.367 -0.360 0.263
H -0.046 0.597 -2.142
*
```

Results
orbital gap = 0.2773 Ha
E_HOMO = -8.56 eV
lowest unoccupied orbital energy = -1.01 eV
SMILES string = IC1=CC=C1



Model iii:
ORCA calculation (ωB97M-V/def2-TZVPD) on an isolated molecule of C4H3I.

Structure (ORCA input):
```
! wB97M-V def2-TZVPD RIJCOSX def2/J DEFGRID3
* xyz 0 1
C 1.602 0.201 -0.047
C -0.267 1.264 -0.037
C 0.447 -0.227 -0.506
C -0.724 0.086 0.559
I -2.908 -0.254 -0.107
H 2.692 -0.013 -0.150
H -0.160 -0.887 -1.306
H -0.681 -0.170 1.592
*
```

Results
orbital gap (alpha / beta) = 0.2775 / 0.2778 Ha
E_HOMO (alpha / beta) = -8.72 / -8.73 eV
lowest unoccupied orbital energy (alpha / beta) = -1.17 / -1.17 eV



What should be chosen as the least stable of them? Choose model iii.



Model i:
ORCA calculation (ωB97M-V/def2-TZVPD) on a cluster of 2 separate species, C3H9O2P in total.

Structure (ORCA input):
```
! wB97M-V def2-TZVPD RIJCOSX def2/J DEFGRID3
* xyz 0 1
C 0.775 0.276 1.298
P 1.667 0.285 -0.186
C 0.611 -0.131 -1.723
O 2.728 -0.865 0.067
O 3.304 0.182 -0.787
H 1.350 0.106 2.137
H -0.024 0.930 1.302
H 0.417 -1.164 -1.803
H -0.335 0.472 -1.526
H 0.955 0.138 -2.590
C -2.283 -0.048 0.795
H -2.508 0.455 -0.198
H -2.997 -0.656 1.198
H -1.993 0.727 1.499
H -1.667 -0.707 0.520
*
```

Results
orbital gap = 0.3208 Ha
E_HOMO = -9.10 eV
lowest unoccupied orbital energy = -0.37 eV
SMILES string = C=P1(C)OO1.C



Model ii:
ORCA calculation (ωB97M-V/def2-TZVPD) on an isolated molecule of C3H9O2P.

Structure (ORCA input):
```
! wB97M-V def2-TZVPD RIJCOSX def2/J DEFGRID3
* xyz 0 1
C -0.927 -1.419 0.851
C 0.249 -0.388 0.907
O 1.480 -0.846 0.656
C -0.187 0.763 -0.202
O -0.243 -0.001 -1.409
P 1.096 2.223 -0.346
H -0.868 -2.068 1.770
H -1.984 -0.966 0.844
H -0.745 -2.002 -0.160
H 0.211 0.115 1.792
H 1.266 -1.543 0.046
H -1.151 1.198 -0.031
H -0.653 0.580 -2.184
H 2.000 1.601 -1.186
H 0.456 2.755 -1.350
*
```

Results
orbital gap = 0.3579 Ha
E_HOMO = -9.03 eV
lowest unoccupied orbital energy = 0.71 eV
SMILES string = C[C@@H](O)[C@H](O)P



What should be chosen as the least stable of them? Choose model i.